1.
Entry from the Open Molecules 2025 dataset: the molecule C4H8O2 (the ωB97M-V functional and the def2-TZVPD basis).

Values from the calculation:
Orbital gap (Ha): 0.3514
Relative energy (zero: lowest compared OMol25 entry of this formula, charge and spin) (eV): 3.365
Lowest unoccupied orbital energy (eV): 0.7
2S+1: 1
Maximum force (hartree/bohr): 0.009

Each line ends with the Löwdin charge.
Element x y z (Å)
O (-0.823, -1.582, 1.043)  -0.014
C (-1.263, -1.072, -0.104)  -0.056
C (-1.185, 0.421, 0.053)  -0.234
C (0.052, 0.945, -0.703)  -0.186
C (1.295, 0.115, -0.402)  -0.288
O (1.603, 0.074, 0.975)  -0.066
H (-0.816, -2.546, 0.949)  0.112
H (1.145, -0.899, -0.807)  0.110
H (-2.084, 0.855, -0.394)  0.106
H (-1.127, 0.726, 1.106)  0.111
H (-0.131, 0.934, -1.780)  0.113
H (0.220, 1.989, -0.422)  0.115
H (2.168, 0.533, -0.913)  0.119
H (0.945, -0.494, 1.400)  0.059

=====

2.
Entry from the Open Molecules 2025 dataset: the molecule C4H8O2 (the ωB97M-V functional and the def2-TZVPD basis).

Values from the calculation:
Orbital gap (Ha): 0.3908
Relative energy (zero: lowest compared OMol25 entry of this formula, charge and spin) (eV): 3.289
Lowest unoccupied orbital energy (eV): 1.0
2S+1: 1
Maximum force (hartree/bohr): 0.004

Each line ends with the Löwdin charge.
Element x y z (Å)
C (0.688, -0.968, 1.103)  -0.061
C (-0.376, -0.496, 0.129)  -0.283
C (-0.889, 0.936, 0.289)  -0.124
O (-0.620, 1.329, -1.095)  -0.070
C (0.156, -0.125, -1.280)  -0.326
O (1.345, 0.407, -1.386)  -0.080
H (1.011, -1.988, 0.867)  0.083
H (0.309, -0.963, 2.131)  0.081
H (1.563, -0.315, 1.039)  0.082
H (-1.206, -1.207, 0.059)  0.139
H (-1.957, 1.036, 0.488)  0.121
H (-0.324, 1.567, 0.982)  0.129
H (0.562, 1.446, -1.181)  0.162
H (-0.261, -0.659, -2.147)  0.148

=====

3.
Entry from the Open Molecules 2025 dataset: the molecule C4H8O2 (the ωB97M-V functional and the def2-TZVPD basis).

Values from the calculation:
Orbital gap (spin up / spin down) (Ha): 0.3357 / 0.2941
Relative energy (zero: lowest compared OMol25 entry of this formula, charge and spin) (eV): 4.896
Lowest unoccupied orbital energy (spin up / spin down) (eV): -0.5 / -0.9
2S+1: 1
Maximum force (hartree/bohr): 0.038

Each line ends with the Löwdin charge.
Element x y z (Å)
O (-0.319, -1.786, 0.570)  -0.023
C (-0.264, -0.816, -0.431)  -0.365
C (-1.176, 0.405, -0.030)  -0.163
C (-0.289, 1.361, 0.664)  0.130
C (1.170, -0.268, -0.543)  -0.315
O (1.537, 0.146, 0.718)  -0.178
H (0.358, -1.504, 1.212)  0.095
H (-0.639, -1.251, -1.360)  0.144
H (-1.700, 0.797, -0.914)  0.115
H (-1.931, 0.015, 0.661)  0.125
H (1.216, 0.605, -1.210)  0.118
H (-0.244, 2.330, 0.135)  0.097
H (1.840, -1.050, -0.927)  0.129
H (0.440, 1.017, 1.454)  0.089

=====

4.
Entry from the Open Molecules 2025 dataset: the molecule C4H8O2 (the ωB97M-V functional and the def2-TZVPD basis).

Values from the calculation:
Orbital gap (Ha): 0.4206
Relative energy (zero: lowest compared OMol25 entry of this formula, charge and spin) (eV): 1.895
SMILES: CC(C)OC=O
Lowest unoccupied orbital energy (eV): 1.0
2S+1: 1
Maximum force (hartree/bohr): 0.026

Each line ends with the Löwdin charge.
Element x y z (Å)
C (-0.436, -1.277, -0.798)  -0.008
C (-0.052, 0.257, -0.379)  -0.293
C (1.187, 1.139, -0.759)  -0.035
O (0.247, -0.129, 0.981)  -0.106
C (-0.734, -0.038, 1.862)  -0.373
O (-1.464, 0.909, 1.980)  0.082
H (0.138, -1.671, -1.631)  0.059
H (-0.253, -2.015, 0.025)  0.086
H (-1.517, -1.364, -0.965)  0.070
H (-0.898, 0.983, -0.390)  0.135
H (1.360, 1.803, 0.108)  0.087
H (1.101, 1.822, -1.618)  0.076
H (2.092, 0.545, -0.879)  0.071
H (-0.772, -0.962, 2.462)  0.148

=====

5.
Entry from the Open Molecules 2025 dataset: the molecule C4H8O2 (the ωB97M-V functional and the def2-TZVPD basis).

Values from the calculation:
Orbital gap (Ha): 0.4308
Relative energy (zero: lowest compared OMol25 entry of this formula, charge and spin) (eV): 0.585
SMILES: CCCOC=O
Lowest unoccupied orbital energy (eV): 1.0
2S+1: 1
Maximum force (hartree/bohr): 0.010

Each line ends with the Löwdin charge.
Element x y z (Å)
C (-2.109, 0.044, -0.120)  -0.111
C (-0.744, 0.557, 0.331)  -0.238
C (0.389, -0.105, -0.434)  -0.189
O (1.633, 0.485, -0.007)  -0.033
C (2.643, -0.339, 0.291)  -0.348
O (2.637, -1.540, 0.208)  0.065
H (-2.199, -1.039, 0.029)  0.076
H (-2.910, 0.527, 0.449)  0.072
H (-2.285, 0.252, -1.182)  0.075
H (-0.603, 0.367, 1.402)  0.116
H (-0.680, 1.642, 0.187)  0.114
H (0.425, -1.185, -0.264)  0.121
H (0.298, 0.075, -1.511)  0.134
H (3.505, 0.262, 0.621)  0.145

=====

6.
Entry from the Open Molecules 2025 dataset: a cluster of 4 separate species, C4H8O2 in total (the ωB97M-V functional and the def2-TZVPD basis).

Values from the calculation:
Orbital gap (Ha): 0.3444
Relative energy (zero: lowest compared OMol25 entry of this formula, charge and spin) (eV): 4.496
Lowest unoccupied orbital energy (eV): 0.7
2S+1: 1
Maximum force (hartree/bohr): 0.026

Each line ends with the Löwdin charge.
Element x y z (Å)
C (-1.790, -0.541, -0.336)  -0.104
C (-0.343, -0.728, 0.049)  -0.272
C (0.288, 0.164, 0.898)  -0.338
O (1.379, -0.289, 1.606)  -0.020
C (1.326, 1.331, -0.515)  -0.094
O (2.429, 1.648, -0.382)  0.091
H (-2.046, -1.136, -1.218)  0.075
H (-1.993, 0.511, -0.568)  0.081
H (-2.454, -0.845, 0.481)  0.077
H (0.266, -0.323, -1.276)  0.074
H (0.058, -1.740, 0.028)  0.128
H (-0.254, 1.010, 1.316)  0.130
H (1.974, 0.453, 1.785)  0.093
H (0.717, 0.363, -1.602)  0.080

=====

Q: What is the 2S+1 in the third record?
A: 1

=====

What did the fifth record say?
Entry from the Open Molecules 2025 dataset: the molecule C4H8O2 (the ωB97M-V functional and the def2-TZVPD basis).

Values from the calculation:
Orbital gap (Ha): 0.4308
Relative energy (zero: lowest compared OMol25 entry of this formula, charge and spin) (eV): 0.585
SMILES: CCCOC=O
Lowest unoccupied orbital energy (eV): 1.0
2S+1: 1
Maximum force (hartree/bohr): 0.010

Each line ends with the Löwdin charge.
Element x y z (Å)
C (-2.109, 0.044, -0.120)  -0.111
C (-0.744, 0.557, 0.331)  -0.238
C (0.389, -0.105, -0.434)  -0.189
O (1.633, 0.485, -0.007)  -0.033
C (2.643, -0.339, 0.291)  -0.348
O (2.637, -1.540, 0.208)  0.065
H (-2.199, -1.039, 0.029)  0.076
H (-2.910, 0.527, 0.449)  0.072
H (-2.285, 0.252, -1.182)  0.075
H (-0.603, 0.367, 1.402)  0.116
H (-0.680, 1.642, 0.187)  0.114
H (0.425, -1.185, -0.264)  0.121
H (0.298, 0.075, -1.511)  0.134
H (3.505, 0.262, 0.621)  0.145

=====

Q: Which value of relative energy (zero: lowest compared OMol25 entry of this formula, charge and spin) does entry 1 give?
A: 3.365 eV